1.
20
Properties=species:S:1:pos:R:3 method="wB97M-V/def2-TZVPD" energy_ev=-7916.9929 e_above_lowest_ev=5.840 total_charge=0 e_homo_ev=-8.4 fmax_ev_per_a=4.083
C -1.05 0.41 2.25
C -0.85 0.57 0.74
N 0.53 0.65 0.34
C 1.21 1.61 -0.41
C -0.14 -0.43 -0.19
C 0.01 -0.39 -2.18
C 0.18 -1.85 0.26
H -1.00 1.40 2.74
H -2.02 -0.03 2.47
H -0.26 -0.22 2.68
H -1.58 1.24 0.29
H 2.17 1.22 -0.73
H 0.66 1.62 -1.97
H 1.34 2.51 0.24
H -0.80 -1.08 -2.12
H -0.28 0.20 -3.08
H 1.02 -0.78 -2.47
H 0.59 -1.87 1.29
H 0.95 -2.24 -0.40
H -0.67 -2.55 0.25

***

2.
20
Properties=species:S:1:pos:R:3 method="wB97M-V/def2-TZVPD" smiles="C/C=C/N.C=CC" energy_ev=-7921.5730 e_above_lowest_ev=1.260 total_charge=0 e_homo_ev=-8.1 fmax_ev_per_a=0.535
C 0.55 -2.53 -1.01
C 1.51 -1.38 -0.85
C 1.19 -0.12 -0.56
N 2.12 0.94 -0.40
H -0.44 -2.30 -0.62
H 0.47 -2.76 -2.08
H 0.92 -3.42 -0.51
H 2.55 -1.62 -1.07
H 0.19 0.15 -0.26
H 1.81 1.76 -0.91
H 3.03 0.67 -0.78
C -1.77 -0.11 1.62
C -1.66 1.19 1.37
C -1.90 1.93 0.08
H -1.56 -0.45 2.62
H -2.07 -0.84 0.88
H -1.33 1.81 2.20
H -1.05 2.57 -0.15
H -2.01 1.22 -0.74
H -2.79 2.55 0.14

***

3.
20
Properties=species:S:1:pos:R:3 method="wB97M-V/def2-TZVPD" smiles="C/C=C/C[C@@H](C)N" energy_ev=-7922.1632 e_above_lowest_ev=0.670 total_charge=0 e_homo_ev=-9.2 fmax_ev_per_a=1.354
C -3.20 0.43 0.33
C -1.79 -0.06 0.21
C -1.06 0.13 -0.87
C 0.44 -0.10 -1.01
C 1.31 0.23 0.20
C 1.39 -0.88 1.26
N 2.68 0.51 -0.33
H -3.40 0.99 1.24
H -3.43 1.12 -0.48
H -3.98 -0.34 0.25
H -1.40 -0.62 1.06
H -1.49 0.60 -1.74
H 0.71 -1.07 -1.43
H 0.74 0.66 -1.74
H 0.98 1.13 0.71
H 1.69 -1.82 0.81
H 2.03 -0.56 2.07
H 0.40 -1.09 1.66
H 3.37 0.26 0.37
H 2.85 -0.12 -1.10

***

4.
20
Properties=species:S:1:pos:R:3 method="wB97M-V/def2-TZVPD" smiles="C/C=C/C[C@H](C)N" energy_ev=-7920.6056 e_above_lowest_ev=2.228 total_charge=0 e_homo_ev=-9.0 fmax_ev_per_a=4.326
C -2.01 -2.48 -1.07
C -0.76 -1.59 -1.21
C -0.52 -0.48 -0.51
C 0.86 0.19 -0.47
C 0.79 1.00 0.78
C 0.32 2.39 0.51
N 2.01 0.86 1.49
H -1.60 -3.50 -1.12
H -2.84 -2.49 -1.87
H -2.46 -2.25 -0.21
H -0.03 -1.91 -2.06
H -1.29 -0.16 0.22
H 1.19 0.78 -1.40
H 1.71 -0.63 -0.37
H 0.01 0.42 1.45
H 0.13 2.91 1.61
H -0.70 2.63 -0.03
H 1.16 2.95 0.09
H 2.05 -0.12 1.88
H 1.97 1.48 2.29

***

5.
20
Properties=species:S:1:pos:R:3 method="wB97M-V/def2-TZVPD" energy_ev=-7918.2013 e_above_lowest_ev=4.632 total_charge=0 e_homo_ev="-8.0 / -8.0" fmax_ev_per_a=3.454
C 1.52 -1.13 -1.37
C 1.19 -0.36 1.02
C 1.13 -0.12 -0.35
C 0.30 0.99 -0.80
H 2.26 -0.71 -2.06
H 1.94 -2.03 -0.93
H -0.16 -0.03 1.47
H 1.67 -1.27 1.35
H 0.66 -1.39 -2.00
H 1.50 0.46 1.66
H 0.48 1.28 -1.83
H 0.36 1.86 -0.15
C -1.51 0.48 1.72
C -1.27 0.54 -0.76
N -1.74 -0.57 -1.15
H -1.17 -1.37 -0.88
H -1.90 1.42 -0.89
H -1.56 -0.05 2.67
H -1.17 1.50 1.92
H -2.52 0.52 1.34

***

6.
20
Properties=species:S:1:pos:R:3 method="wB97M-V/def2-TZVPD" smiles="C=CCC[C@H](C)N" energy_ev=-7921.3408 e_above_lowest_ev=1.492 total_charge=0 e_homo_ev=-9.1 fmax_ev_per_a=2.592
C -1.01 -2.81 1.29
C -0.55 -1.96 0.37
C -1.15 -0.57 0.31
C -0.13 0.57 0.56
C 0.92 0.96 -0.49
C 1.45 2.34 -0.05
N 0.20 0.92 -1.78
H -1.00 -3.90 1.21
H -1.31 -2.41 2.25
H -0.10 -2.41 -0.50
H -1.67 -0.25 -0.59
H -1.86 -0.51 1.15
H 0.30 0.49 1.58
H -0.80 1.44 0.66
H 1.75 0.24 -0.36
H 0.75 2.87 0.59
H 2.45 2.30 0.37
H 1.67 3.05 -0.87
H 0.53 1.63 -2.42
H 0.38 0.00 -2.14

***

7.
20
Properties=species:S:1:pos:R:3 method="wB97M-V/def2-TZVPD" smiles=CCN1CC[C@@H]1C energy_ev=-7920.9373 e_above_lowest_ev=1.896 total_charge=0 e_homo_ev=-8.4 fmax_ev_per_a=3.856
C 2.37 0.42 0.04
C 1.50 -0.79 0.13
N 0.11 -0.53 -0.47
C -0.96 -1.54 -0.13
C -1.87 -0.36 0.17
C -0.65 0.53 0.20
C -0.79 1.96 -0.14
H 2.67 0.74 -1.01
H 3.41 0.26 0.49
H 1.94 1.32 0.45
H 1.33 -1.12 1.15
H 2.01 -1.69 -0.46
H -0.54 -2.04 0.81
H -1.32 -2.35 -0.84
H -2.53 -0.44 1.19
H -2.50 -0.07 -0.64
H -0.20 0.64 1.19
H -1.43 2.43 0.64
H 0.14 2.53 -0.15
H -1.29 2.13 -1.11

***

8.
20
Properties=species:S:1:pos:R:3 method="wB97M-V/def2-TZVPD" energy_ev=-7915.7657 e_above_lowest_ev=7.067 total_charge=0 e_homo_ev=-5.9 fmax_ev_per_a=2.034
C -1.86 -1.32 0.13
C -1.95 -0.11 -0.78
C -1.50 1.21 -0.10
C -0.04 1.38 -0.27
N 2.82 -0.95 0.49
C 1.96 0.14 0.46
C 0.84 0.28 -0.30
H -1.28 -0.81 1.11
H -2.80 -1.68 0.53
H -1.23 -2.14 -0.21
H -1.45 -0.25 -1.74
H -2.99 -0.07 -1.14
H -1.81 1.24 0.97
H -2.02 2.09 -0.46
H -0.77 -0.81 2.00
H 0.40 2.37 -0.31
H 3.73 -0.87 0.08
H 2.44 -1.87 0.54
H 2.14 0.95 1.18
H 0.53 -0.61 -0.85

***

9.
20
Properties=species:S:1:pos:R:3 method="wB97M-V/def2-TZVPD" energy_ev=-7915.1609 e_above_lowest_ev=7.672 total_charge=0 e_homo_ev=-7.7 fmax_ev_per_a=7.691
H -2.45 1.21 -1.32
N -1.58 0.90 -1.75
C -0.89 0.08 -1.05
C -1.44 -0.15 0.53
C -2.50 0.00 1.64
H -0.81 -0.93 -1.47
H -0.67 0.51 0.96
H -1.92 -1.07 0.13
H -2.08 0.02 2.65
H -3.11 0.89 1.51
H -3.28 -0.76 1.49
C 1.66 -1.21 0.16
C 2.04 -0.38 -0.86
C 2.68 0.97 -0.60
H 1.82 -2.28 0.16
H 1.26 -0.80 1.07
H 2.66 -0.90 -1.59
H 3.65 0.88 -0.11
H 2.02 1.56 0.03
H 2.94 1.44 -1.55

***

10.
20
Properties=species:S:1:pos:R:3 method="wB97M-V/def2-TZVPD" smiles=CCCN1C[C@H]1C energy_ev=-7921.7393 e_above_lowest_ev=1.094 total_charge=0 e_homo_ev=-9.1 fmax_ev_per_a=0.322
C 2.94 -0.30 -0.08
C 1.45 -0.60 -0.14
C 0.62 0.59 -0.63
N -0.77 0.17 -0.70
C -1.83 1.10 -1.00
C -1.62 0.58 0.38
C -2.27 -0.48 1.24
H 3.15 0.51 0.63
H 3.32 0.00 -1.06
H 3.51 -1.18 0.25
H 1.25 -1.44 -0.82
H 1.08 -0.91 0.84
H 0.97 0.92 -1.61
H 0.74 1.44 0.06
H -2.60 0.76 -1.70
H -1.55 2.15 -1.13
H -1.21 1.38 1.01
H -3.09 -0.07 1.83
H -2.61 -1.35 0.68
H -1.49 -0.81 1.94

***

11.
20
Properties=species:S:1:pos:R:3 method="wB97M-V/def2-TZVPD" smiles="C/C=C/N.C=CC" energy_ev=-7920.0160 e_above_lowest_ev=2.817 total_charge=0 e_homo_ev=-8.2 fmax_ev_per_a=4.155
C -0.64 -0.63 -2.10
C -1.49 -0.28 -0.86
C -2.05 0.94 -0.65
N -3.12 1.10 0.27
H -0.20 -1.56 -1.82
H -1.15 -0.90 -2.95
H 0.16 0.01 -2.43
H -1.79 -1.25 -0.34
H -1.89 1.78 -1.21
H -2.96 0.41 1.03
H -3.37 1.91 0.88
C 2.93 0.84 1.02
C 1.72 0.31 1.01
C 1.62 -1.17 1.25
H 3.75 0.14 1.22
H 3.31 1.89 0.90
H 0.74 0.78 0.81
H 2.31 -1.76 0.67
H 0.46 -1.33 0.93
H 1.66 -1.22 2.36

***

12.
20
Properties=species:S:1:pos:R:3 method="wB97M-V/def2-TZVPD" energy_ev=-7916.6179 e_above_lowest_ev=6.215 total_charge=0 e_homo_ev=-7.0 fmax_ev_per_a=2.519
C 1.86 -0.63 -1.41
C 1.98 -0.74 0.12
C 0.83 -1.58 0.74
C -0.51 -1.03 0.31
N -1.90 2.47 0.27
C -1.62 1.13 -0.11
C -0.86 0.30 0.68
H 0.73 -0.37 -1.59
H 2.15 -1.59 -1.89
H 2.48 0.19 -1.78
H 1.89 0.25 0.60
H 2.97 -1.11 0.39
H 0.95 -2.67 0.45
H 0.95 -1.47 1.81
H -1.13 -1.14 -1.71
H -0.78 -1.21 -0.85
H -1.60 3.16 -0.38
H -2.85 2.66 0.57
H -2.08 0.73 -1.05
H -0.56 0.69 1.67

***

13.
20
Properties=species:S:1:pos:R:3 method="wB97M-V/def2-TZVPD" smiles="C=CCCNCC" energy_ev=-7919.6259 e_above_lowest_ev=3.207 total_charge=0 e_homo_ev=-8.0 fmax_ev_per_a=7.162
C -1.17 1.23 -1.35
C -1.78 0.08 -0.99
C -1.21 -1.30 -0.88
C -0.18 -1.55 0.29
N 1.07 -0.89 0.30
C 1.70 0.15 1.23
C 1.24 1.63 1.00
H -1.69 2.25 -1.09
H -0.34 1.12 -2.05
H -2.85 0.18 -0.76
H -0.75 -1.72 -1.80
H -1.97 -2.09 -0.70
H 0.00 -2.69 0.47
H -0.67 -1.23 1.23
H 1.44 -0.75 -0.69
H 2.74 -0.14 0.88
H 1.47 -0.11 2.20
H 0.48 1.85 1.82
H 1.88 2.30 0.73
H 0.60 1.67 0.18

***

14.
20
Properties=species:S:1:pos:R:3 method="wB97M-V/def2-TZVPD" smiles=CCN1CCCC1 energy_ev=-7922.5391 e_above_lowest_ev=0.294 total_charge=0 e_homo_ev=-8.1 fmax_ev_per_a=0.547
C -1.77 0.37 1.99
C -1.33 0.70 0.56
N 0.04 0.32 0.32
C 0.23 -1.10 0.14
C 1.35 -1.29 -0.89
C 1.48 0.05 -1.62
C 0.75 1.07 -0.73
H -1.09 0.89 2.67
H -1.69 -0.69 2.20
H -2.81 0.67 2.15
H -2.00 0.21 -0.17
H -1.45 1.77 0.40
H -0.69 -1.58 -0.21
H 0.48 -1.60 1.08
H 2.29 -1.58 -0.43
H 1.08 -2.10 -1.57
H 1.07 0.05 -2.63
H 2.52 0.36 -1.73
H 1.47 1.74 -0.25
H 0.07 1.74 -1.27

***

15.
20
Properties=species:S:1:pos:R:3 method="wB97M-V/def2-TZVPD" smiles=CCN1CCCC1 energy_ev=-7920.4048 e_above_lowest_ev=2.428 total_charge=0 e_homo_ev=-7.8 fmax_ev_per_a=5.457
C 2.65 0.02 -1.15
C 1.29 -0.58 -1.18
N 0.35 0.02 -0.11
C -0.84 0.96 -0.43
C -1.75 1.05 0.88
C -1.68 -0.41 1.33
C -0.23 -0.95 0.82
H 2.98 0.58 -0.31
H 3.44 -0.77 -1.33
H 2.65 0.78 -1.98
H 1.30 -1.71 -0.82
H 0.74 -0.80 -2.13
H -0.65 1.90 -1.13
H -1.52 0.33 -1.01
H -1.30 1.80 1.65
H -2.71 1.43 0.59
H -1.85 -0.57 2.39
H -2.50 -0.94 0.95
H 0.40 -0.69 1.70
H -0.10 -2.04 0.65

***

16.
20
Properties=species:S:1:pos:R:3 method="wB97M-V/def2-TZVPD" smiles=C[C@H]1N(C)C1(C)C energy_ev=-7921.9557 e_above_lowest_ev=0.877 total_charge=0 e_homo_ev=-8.8 fmax_ev_per_a=0.235
C -1.28 1.85 0.57
C -0.69 0.45 0.65
N -0.81 -0.49 -0.46
C -1.06 -1.90 -0.23
C 0.51 0.04 -0.14
C 1.55 -0.82 0.56
C 1.05 0.93 -1.23
H -2.32 1.86 0.25
H -1.22 2.32 1.56
H -0.71 2.49 -0.11
H -0.76 0.00 1.65
H -0.60 -2.47 -1.05
H -0.66 -2.30 0.72
H -2.14 -2.11 -0.25
H 2.33 -0.17 0.97
H 1.14 -1.39 1.39
H 2.03 -1.52 -0.13
H 0.23 1.50 -1.69
H 1.50 0.32 -2.02
H 1.80 1.63 -0.86

***

17.
20
Properties=species:S:1:pos:R:3 method="wB97M-V/def2-TZVPD" smiles="CCCC/C=C/N" energy_ev=-7920.9581 e_above_lowest_ev=1.875 total_charge=0 e_homo_ev=-9.2 fmax_ev_per_a=4.384
C -1.75 -1.48 -0.23
C -1.34 -0.60 1.01
C -1.20 0.89 0.68
C -0.27 1.19 -0.48
C 1.00 0.25 -0.40
C 2.23 0.76 -0.70
N 3.47 0.12 -0.29
H -1.14 -2.38 -0.35
H -1.91 -0.99 -1.19
H -2.73 -2.02 0.11
H -0.44 -0.89 1.45
H -2.06 -0.72 1.82
H -2.22 1.16 0.52
H -0.92 1.48 1.57
H 0.08 2.19 -0.43
H -0.82 1.16 -1.42
H 0.84 -0.79 -0.35
H 2.38 1.71 -1.01
H 3.32 -0.31 0.66
H 3.49 -0.73 -0.97

***

18.
20
Properties=species:S:1:pos:R:3 method="wB97M-V/def2-TZVPD" energy_ev=-7920.8187 e_above_lowest_ev=2.014 total_charge=0 e_homo_ev=-7.8 fmax_ev_per_a=2.503
C -2.39 0.37 -0.34
C -1.58 0.21 0.92
C -0.90 -0.94 1.20
N -0.39 -1.73 0.22
H -2.85 1.35 -0.38
H -1.76 0.26 -1.23
H -3.17 -0.40 -0.41
H -1.86 0.84 1.75
H -0.53 -1.11 2.21
H -0.04 -1.08 -0.60
H 0.39 -2.29 0.51
C 0.65 1.32 0.05
C 1.22 0.46 -0.83
C 2.54 -0.21 -0.54
H -0.02 2.10 -0.28
H 1.04 1.43 1.05
H 1.02 0.61 -1.89
H 2.71 -0.31 0.53
H 2.55 -1.22 -0.96
H 3.38 0.34 -0.97

***

19.
20
Properties=species:S:1:pos:R:3 method="wB97M-V/def2-TZVPD" smiles="C=C(C)C.C=NC" energy_ev=-7920.9083 e_above_lowest_ev=1.925 total_charge=0 e_homo_ev=-9.2 fmax_ev_per_a=2.117
C 1.06 0.02 -1.13
C 0.51 0.88 -0.25
C -0.63 1.77 -0.64
C 1.25 1.29 1.00
H 2.02 -0.43 -0.94
H 0.76 0.03 -2.17
H -1.10 1.44 -1.56
H -0.30 2.80 -0.76
H -1.40 1.76 0.14
H 0.55 1.42 1.83
H 1.73 2.26 0.85
H 2.01 0.57 1.28
C -1.03 -0.93 1.27
N -1.55 -1.53 0.28
C -0.74 -2.35 -0.51
H -1.62 -0.21 1.81
H -0.08 -1.25 1.72
H -0.23 -1.61 -1.26
H 0.13 -2.79 0.00
H -1.34 -3.15 -0.95

***

20.
21
Properties=species:S:1:pos:R:3 method="wB97M-V/def2-TZVPD" energy_ev=-9402.1162 e_above_lowest_ev=4.751 total_charge=+1 e_homo_ev="-10.4 / -12.0" fmax_ev_per_a=3.002
C -0.16 -1.80 -0.13
C -1.08 -0.95 0.78
C 1.10 -1.07 -0.48
C -0.01 1.17 0.43
C 1.22 0.16 0.44
C -2.21 0.82 -0.55
N -1.13 0.48 0.46
N 2.43 1.00 -0.03
H 0.08 -2.64 0.50
H -0.66 -2.15 -1.12
H -2.15 -1.29 0.74
H -0.69 -1.22 1.82
H 1.09 -0.89 -1.57
H -0.05 2.23 0.02
H 1.41 -0.17 1.47
H -1.90 1.82 -0.97
H -2.19 0.00 -1.22
H -3.36 0.89 -0.19
H 2.36 1.39 -0.99
H 3.31 0.44 0.01
H 2.59 1.79 0.58

***

21.
21
Properties=species:S:1:pos:R:3 method="wB97M-V/def2-TZVPD" energy_ev=-9401.5014 e_above_lowest_ev=5.366 total_charge=+1 e_homo_ev=-13.1 fmax_ev_per_a=4.880
C 2.21 0.81 -2.12
C -0.06 1.48 0.29
C 2.18 0.73 -0.81
C 0.38 0.07 -0.07
C -0.04 -2.28 -0.08
C -1.86 -0.73 0.47
N -0.46 -0.94 0.23
N -0.59 1.46 1.66
H 1.48 0.28 -2.73
H 3.13 1.12 -2.62
H 0.85 2.16 0.17
H -0.78 1.85 -0.46
H 2.84 0.86 0.04
H -0.65 -2.94 0.55
H -0.37 -2.54 -1.13
H 1.06 -2.44 0.07
H -2.01 0.43 0.24
H -2.43 -1.33 -0.31
H -2.27 -0.96 1.52
H -1.58 1.27 1.93
H 0.12 1.00 2.29

***

22.
21
Properties=species:S:1:pos:R:3 method="wB97M-V/def2-TZVPD" smiles="[H]/N=C/CC1([NH2+]C)CC1" energy_ev=-9405.8182 e_above_lowest_ev=1.049 total_charge=+1 e_homo_ev=-14.5 fmax_ev_per_a=1.200
H -3.22 -0.51 1.01
N -2.30 -0.33 0.63
C -2.22 0.56 -0.27
C -0.83 0.78 -0.84
C 0.36 0.40 0.04
N 0.34 -0.98 0.61
C 0.72 -2.05 -0.33
C 0.99 1.44 0.92
C 1.72 0.95 -0.30
H -3.03 1.15 -0.68
H -0.79 0.23 -1.79
H -0.73 1.84 -1.11
H -0.70 -1.05 0.87
H 0.93 -1.01 1.45
H 0.03 -2.06 -1.17
H 1.73 -1.89 -0.70
H 0.67 -3.02 0.17
H 1.36 1.15 1.89
H 0.58 2.44 0.91
H 1.80 1.61 -1.15
H 2.59 0.33 -0.16

***

23.
21
Properties=species:S:1:pos:R:3 method="wB97M-V/def2-TZVPD" energy_ev=-9406.1129 e_above_lowest_ev=0.755 total_charge=+1 e_homo_ev=-14.9 fmax_ev_per_a=1.333
H -0.63 3.14 2.66
N -0.56 2.32 2.06
C -0.04 1.32 2.59
N 0.09 0.20 1.77
C -0.20 0.20 0.49
C -0.78 1.31 -0.25
C 0.19 -1.03 -0.25
C -0.84 -1.53 -1.28
C 1.53 -0.69 -0.94
H 0.36 1.18 3.60
H 0.47 -0.64 2.18
H -1.77 1.55 0.15
H -0.86 1.08 -1.30
H -0.21 2.23 -0.08
H 0.38 -1.85 0.45
H -0.49 -2.47 -1.69
H -0.97 -0.84 -2.11
H -1.80 -1.70 -0.81
H 1.42 0.16 -1.62
H 1.85 -1.54 -1.53
H 2.30 -0.46 -0.21

***

24.
21
Properties=species:S:1:pos:R:3 method="wB97M-V/def2-TZVPD" energy_ev=-9401.9612 e_above_lowest_ev=4.906 total_charge=+1 e_homo_ev=-13.0 fmax_ev_per_a=5.288
C -1.34 0.78 -0.54
C -0.69 0.21 -1.51
C 0.90 1.38 -3.08
C -0.35 -0.55 3.47
C -0.06 0.14 -2.85
C 0.83 -0.95 2.79
N 0.95 -0.88 1.56
N -0.77 -0.46 -0.07
H -1.94 1.44 -0.08
H 0.35 2.19 -3.57
H 1.70 1.14 -3.74
H 1.30 1.82 -2.16
H -0.23 -0.11 4.43
H -1.10 -1.49 3.64
H -0.91 0.11 2.88
H 0.52 -0.73 -2.89
H -0.95 0.13 -3.61
H 1.53 -1.21 3.49
H 1.87 -1.07 1.05
H 0.05 -0.75 0.79
H -1.65 -1.14 0.03